## P
A gas-phase ion, C3H7NO2P (charge -1). Source: the Open Molecules 2025 dataset; level of theory: ωB97M-V with the def2-TZVPD basis set.

As for the orbital gap: 7.6 eV. For the highest occupied orbital energy, the calculation gives -3.59 eV. As for the charge: -1. Its structure (SMILES) is C=C[P@@](=O)([O-])NC.

Last column: natural (NBO) charge in e.
Geometry (Å):
H  -0.422  -2.103  1.072  0.23
H  -1.039  2.956  0.010  0.18
C  -0.921  -1.561  0.198  -0.43
H  -1.015  1.664  -1.338  0.20
H  -1.561  -2.297  -0.265  0.16
C  0.424  1.467  0.272  -0.58
O  2.608  0.171  -0.885  -1.10
C  -0.581  2.076  -0.366  -0.39
H  0.830  1.855  1.184  0.23
N  0.038  -0.976  -0.839  -0.97
P  1.322  -0.017  -0.056  2.04
H  -1.535  -0.711  0.458  0.19
O  1.472  -0.718  1.882  -1.14
H  0.381  -1.806  -1.328  0.37

## Q
A molecular structure, C3H7NO2P. Source: the Open Molecules 2025 dataset; level of theory: ωB97M-V with the def2-TZVPD basis set.

As for the orbital gap (alpha / beta): 7.9 / 7.9 eV. For the highest occupied orbital energy (alpha / beta), the calculation gives -3.77 / -3.77 eV. As for the charge: -1.

Last column: natural (NBO) charge in e.
Geometry (Å):
H  -1.598  -0.898  0.499  0.33
H  -1.397  1.532  -0.508  0.23
H  -1.838  1.848  1.343  0.16
N  -1.163  -0.045  0.789  -0.96
O  0.325  1.233  -1.499  -1.12
O  -0.450  -1.074  -2.104  -1.15
H  1.409  -2.185  -0.231  0.21
C  2.394  -0.604  0.522  -0.37
H  3.018  -1.196  1.200  0.18
C  -1.805  1.197  0.473  -0.45
P  0.190  -0.197  -1.116  2.19
H  -2.873  1.034  0.257  0.14
C  1.405  -1.145  -0.233  -0.58
H  2.381  0.500  0.606  0.20

Of them, Q has the highest stability.

## P
A single C5H3N molecule. Source: the Open Molecules 2025 dataset; level of theory: ωB97M-V with the def2-TZVPD basis set.

As for the orbital gap: 8.1 eV. For the highest occupied orbital energy, the calculation gives -9.06 eV.

Last column: natural (NBO) charge in e.
Geometry (Å):
H  1.395  1.738  0.027  0.19
C  0.877  -1.549  0.033  0.33
C  -1.299  0.106  0.082  0.12
C  1.558  -0.434  0.022  -0.70
H  -3.344  -0.749  -0.059  0.23
H  2.574  -0.358  -0.172  0.29
C  -2.323  -0.545  0.008  -0.22
C  0.903  0.868  0.083  0.17
N  -0.340  0.922  -0.024  -0.41

## Q
A molecular structure, C5H3N. Source: the Open Molecules 2025 dataset; level of theory: ωB97M-V with the def2-TZVPD basis set.

As for the orbital gap (alpha / beta): 6.8 / 7.1 eV. For the highest occupied orbital energy (alpha / beta), the calculation gives -7.99 / -8.28 eV.

Last column: Löwdin charge in e.
Geometry (Å):
N  -2.786  -0.934  0.036  0.21
H  1.772  -0.976  -0.560  0.18
H  -3.215  -1.784  0.174  0.07
C  -0.524  -0.774  -0.268  -0.03
H  1.234  -0.768  1.457  0.15
C  0.927  -0.331  0.346  -0.16
C  0.218  0.923  -0.201  -0.02
C  -1.138  0.895  -0.002  0.10
C  -1.761  -0.400  0.223  -0.52

Of them, P has the highest stability.